Record 1
Computed, not measured: 2 unconnected molecules or ions with the total composition C3H12N2OS2 at a distorted geometry, with ωB97M-V/def2-TZVPD.

Its total charge is -1. The calculation puts the HOMO-LUMO gap (spin up / spin down) at 0.12340 / 0.26762 Ha. As for the spin multiplicity: 2. Its expectation value of S² is 0.753. As for the total energy: -1102.5381 a.u. As for the energy relative to the best compared isomer or geometry (same formula, charge and spin): 140.1 kJ/mol.

CARTESIAN COORDINATES (ANGSTROEM)
S 0.56684 1.50407 -1.22264
S 1.95550 -0.04504 -0.90918
C 1.05984 -1.50472 -0.03225
C -0.15288 -1.10691 0.76883
C -1.41998 -1.03483 -0.19523
N -2.18844 -2.18975 0.19049
N 0.14361 0.02928 1.64775
H 0.73727 1.39330 -2.49917
H 1.80157 -2.11653 0.66260
H 0.77724 -2.07378 -0.88898
H -0.14603 -2.05480 1.38669
H -1.29067 -0.98184 -1.23256
H -2.03005 -0.00187 0.08513
H -2.48433 -2.75234 -0.55369
H -2.88244 -1.91911 0.82030
H 0.84829 0.65564 1.41806
H -0.80869 0.27013 1.99375
H -1.19054 2.28336 0.98176
H -1.41530 2.89535 2.32033
O -1.86023 2.25752 1.68740

***

Record 2
Computed, not measured: 2 unconnected molecules or ions with the total composition C3H12N2S at a distorted geometry, with ωB97M-V/def2-TZVPD.

Its total charge is 0. The calculation puts the HOMO-LUMO gap at 0.33554 Ha. As for the total energy: -629.1451 a.u. As for the SMILES: CSC.NCN. As for the energy relative to the best compared isomer or geometry (same formula, charge and spin): 90.4 kJ/mol.

CARTESIAN COORDINATES (ANGSTROEM)
C 1.25137 0.18995 2.39655
S -0.10790 1.03949 1.53751
C 0.99251 1.75897 0.22910
H 0.94069 -0.21457 3.36060
H 2.16961 0.74434 2.59067
H 1.56882 -0.58095 1.69045
H 0.48985 1.89804 -0.72173
H 1.70748 2.47724 0.58823
H 1.70551 0.99271 -0.13812
N -1.79258 0.05593 -1.89179
C -1.50865 -1.32739 -1.57276
N -0.54826 -1.39391 -0.47054
H -2.43253 0.52777 -1.26643
H -0.93661 0.58333 -1.78719
H -2.36984 -1.91412 -1.25441
H -1.16104 -1.88098 -2.46993
H -0.11864 -2.28329 -0.26249
H 0.15023 -0.67256 -0.55771

***

Record 3
Computed, not measured: 2 unconnected molecules or ions with the total composition C3H12N3 at a distorted geometry, with ωB97M-V/def2-TZVPD.

Its total charge is +1. The calculation puts the HOMO-LUMO gap at 0.37915 Ha. As for the total energy: -285.4775 a.u. As for the energy relative to the best compared isomer or geometry (same formula, charge and spin): 230.8 kJ/mol.

CARTESIAN COORDINATES (ANGSTROEM)
C 0.14571 1.56971 2.24391
C 0.59564 0.42303 1.25792
C 0.10291 -1.12699 -1.43197
N -0.12389 0.59149 -0.01631
N -0.63520 -2.12365 -0.99538
N -0.09957 -0.48829 -2.52785
H 0.25378 2.47433 1.72710
H -0.85304 1.69324 2.58263
H 0.84732 1.46082 3.21483
H 1.73080 0.33414 0.99051
H 0.30633 -0.49688 1.91489
H 1.09044 -0.99858 -1.16179
H -1.11924 0.39018 -0.00002
H -1.58193 -2.08045 -1.34155
H -0.32786 -2.52343 -0.11634
H 0.12250 1.45620 -0.45211
H -0.73400 -0.93375 -3.14886
H 0.27932 0.37887 -2.73963

***

Record 4
Computed, not measured: 2 unconnected molecules or ions with the total composition C3H12N3O at a distorted geometry, with ωB97M-V/def2-TZVPD.

Its total charge is +1. The calculation puts the HOMO-LUMO gap at 0.37232 Ha. As for the total energy: -360.7700 a.u. As for the energy relative to the best compared isomer or geometry (same formula, charge and spin): 169.9 kJ/mol.

CARTESIAN COORDINATES (ANGSTROEM)
N -0.65498 -0.08149 1.26705
C -0.09454 -1.31482 0.62205
C 1.42202 -1.17914 0.51525
N 1.93603 -2.34324 -0.20109
H -0.05463 0.35920 1.97189
H -0.85333 0.70563 0.58927
H -1.56665 -0.22985 1.70969
H -0.35084 -2.15326 1.26207
H -0.54849 -1.36557 -0.36492
H 1.68005 -0.20571 0.07034
H 1.82596 -1.13713 1.53046
H 1.52071 -2.34911 -1.13121
H 2.92661 -2.16425 -0.36731
C -0.94754 2.02421 -1.80121
N -1.36639 2.24105 -0.48712
O -1.52013 1.31556 -2.57245
H -0.01320 2.50712 -2.11301
H -2.38394 2.27357 -0.38758
H -0.95671 3.09723 -0.11216

***

Record 5
Computed, not measured: a molecular structure, C3H12N3OP at a distorted geometry, with ωB97M-V/def2-TZVPD.

Its total charge is 0. The calculation puts the HOMO-LUMO gap at 0.34605 Ha. As for the total energy: -702.3321 a.u. As for the energy relative to the best compared isomer or geometry (same formula, charge and spin): 93.0 kJ/mol.

CARTESIAN COORDINATES (ANGSTROEM)
C 0.44580 1.26445 1.20253
C 0.99098 -1.07026 1.93947
C 0.09820 -0.19291 1.06530
N -1.85239 -1.21290 -2.75738
N -1.00238 1.33791 -2.19795
N 0.34566 -0.76595 -0.26514
O -2.65884 0.15018 -0.66986
P -1.51633 -0.07533 -1.50702
H 1.55707 1.49055 1.04458
H -0.21131 1.97413 0.50703
H 0.31224 1.75278 2.20521
H 2.01664 -0.91892 1.55867
H 0.71348 -2.13029 1.46788
H 0.87550 -0.94012 3.07489
H -0.89861 -0.39856 1.28328
H -1.14166 -1.74612 -3.18874
H -2.50312 -1.78043 -2.18940
H -0.08243 1.69782 -2.18151
H -1.48911 1.17197 -3.07812
H 1.01182 -0.32599 -0.85813

***

Record 6
Computed, not measured: a gas-phase ion, C3H12N3Si (charge +1) at a distorted geometry, with ωB97M-V/def2-TZVPD.

Its total charge is +1. The calculation puts the HOMO-LUMO gap at 0.32888 Ha. As for the total energy: -575.0256 a.u. As for the SMILES: C=[N+](C)[Si@@H](N)NC. As for the energy relative to the best compared isomer or geometry (same formula, charge and spin): 12.1 kJ/mol.

CARTESIAN COORDINATES (ANGSTROEM)
C -1.35250 -1.20703 0.78714
N -1.25703 -0.20795 -0.03227
C -2.34587 0.61898 -0.33303
Si 0.29955 0.25844 -1.00000
N 0.57184 1.67511 0.00952
N 1.61319 -0.71240 -0.58715
C 2.35662 -0.77687 0.61611
H -0.62452 -1.92618 1.11475
H -2.39223 -1.14171 1.35005
H -3.28813 0.42183 0.13860
H -2.11082 1.61471 0.05089
H -2.39300 0.74080 -1.37619
H -0.05075 -0.28792 -2.26361
H 1.44735 2.29740 -0.02422
H -0.07159 2.52314 -0.14431
H 1.91038 -1.39731 -1.27337
H 2.74578 0.18913 0.98091
H 3.20166 -1.46743 0.42300
H 1.74009 -1.21473 1.56318

***

Record 7
Computed, not measured: a single C3H12N4 molecule at a distorted geometry, with ωB97M-V/def2-TZVPD.

Its total charge is 0. The calculation puts the HOMO-LUMO gap at 0.30487 Ha. As for the total energy: -340.4428 a.u. As for the SMILES: CNN(C)C(N)N. As for the energy relative to the best compared isomer or geometry (same formula, charge and spin): 230.0 kJ/mol.

CARTESIAN COORDINATES (ANGSTROEM)
C -2.47875 0.59713 0.06436
N -1.47347 -0.44800 -0.11072
N -0.10006 0.08164 0.07199
C 0.26101 0.62467 1.39972
C 0.92866 -0.43794 -0.80323
N 2.06037 0.51558 -0.79623
N 1.37112 -1.71526 -0.39317
H -2.31963 1.41874 -0.64191
H -3.47517 0.18323 -0.12278
H -2.47000 0.99899 1.08110
H -1.56597 -0.84773 -1.04799
H 0.26922 1.71543 1.33736
H -0.46987 0.29623 2.14425
H 1.24645 0.26453 1.70988
H 0.55818 -0.48974 -1.83013
H 1.91458 1.50314 -0.97512
H 2.98902 0.24046 -0.49174
H 1.75483 -2.38103 -1.05540
H 0.99950 -2.12007 0.45977

***

Record 8
Computed, not measured: 2 unconnected molecules or ions with the total composition C3H12N4 at a distorted geometry, with ωB97M-V/def2-TZVPD.

Its total charge is 0. The calculation puts the HOMO-LUMO gap at 0.35030 Ha. As for the total energy: -340.4306 a.u. As for the SMILES: C/C=N/N.CNN. As for the energy relative to the best compared isomer or geometry (same formula, charge and spin): 262.0 kJ/mol.

CARTESIAN COORDINATES (ANGSTROEM)
C 2.06284 1.54132 -0.63071
C 1.58381 0.16565 -0.97157
N 1.66253 -0.79085 -0.09840
N 1.14061 -1.96742 -0.50450
H 1.28988 2.26131 -0.91286
H 2.26749 1.62796 0.43931
H 2.96942 1.75545 -1.20077
H 1.17006 0.01974 -1.98565
H 1.56479 -2.74334 0.00722
H 1.24894 -2.15794 -1.50168
C -1.75450 0.37045 1.71442
N -1.25620 0.26170 0.34694
N -2.26379 -0.29238 -0.52250
H -2.65871 0.98653 1.76031
H -0.99579 0.85374 2.33832
H -1.96822 -0.61447 2.14192
H -0.40890 -0.33636 0.35706
H -3.10408 0.28845 -0.54655
H -2.55013 -1.22946 -0.23039

***

Record 9
Computed, not measured: 2 unconnected molecules or ions with the total composition C3H12N4, with ωB97M-V/def2-TZVPD.

Its total charge is 0. The calculation puts the HOMO-LUMO gap at 0.28214 Ha. As for the total energy: -340.3808 a.u. As for the energy relative to the best compared isomer or geometry (same formula, charge and spin): 392.9 kJ/mol.

CARTESIAN COORDINATES (ANGSTROEM)
C 0.19039 1.54759 0.37660
N 0.80261 -0.62291 -1.35335
C 0.76796 0.17293 0.55999
N 0.39980 0.06858 -2.53879
N 1.90718 0.02182 1.14199
H 1.79462 -0.83440 -1.44330
H -0.60296 -0.02526 -2.65804
H 0.61102 1.06391 -2.46770
H 2.15723 -0.95285 1.29987
H -0.57781 1.57669 -0.39700
H 1.00271 2.21347 0.08859
H -0.23668 1.91519 1.31264
C -1.70932 -0.63266 1.03468
N -0.31223 -0.97195 0.73320
H 0.05310 -1.63011 1.41578
H -0.04194 -1.26062 -0.42695
H -2.29330 -1.54704 1.15113
H -2.12840 -0.05114 0.21572
H -1.78398 -0.05126 1.95493

***

Record 10
Computed, not measured: 2 unconnected molecules or ions with the total composition C3H12N4 at a distorted geometry, with ωB97M-V/def2-TZVPD.

Its total charge is +2. The calculation puts the HOMO-LUMO gap (spin up / spin down) at 0.27263 / 0.27266 Ha. As for the total energy: -339.7327 a.u. As for the energy relative to the best compared isomer or geometry (same formula, charge and spin): 523.7 kJ/mol.

CARTESIAN COORDINATES (ANGSTROEM)
C -0.62681 0.06152 -0.62487
C -0.62725 0.08015 -2.12655
C -1.35921 -1.21394 -0.18185
N 1.68158 -0.45904 0.45382
N -0.34123 1.06233 0.13264
N 2.36826 0.21607 1.21819
N -0.29371 1.04184 1.44782
H 0.15680 0.65090 -2.59383
H -1.68015 0.29709 -2.36327
H -0.52835 -0.86018 -2.51067
H -0.70879 -2.07062 -0.11854
H -2.19319 -1.39049 -0.98159
H -1.81772 -1.11674 0.76812
H 1.79255 -1.49392 0.57243
H -0.06864 1.93273 -0.20792
H 2.98320 -0.12531 1.98831
H 2.36237 1.26217 1.14886
H -0.50707 1.88611 1.96082
H -0.59264 0.23934 2.01808

***

Record 11
Computed, not measured: 2 unconnected molecules or ions with the total composition C3H12N4O at a distorted geometry, with ωB97M-V/def2-TZVPD.

Its total charge is 0. The calculation puts the HOMO-LUMO gap at 0.30933 Ha. As for the total energy: -415.6045 a.u. As for the SMILES: CN(N)N=O.CNC. As for the energy relative to the best compared isomer or geometry (same formula, charge and spin): 505.2 kJ/mol.

CARTESIAN COORDINATES (ANGSTROEM)
C -3.01112 -1.25332 -0.82778
N -1.69296 -0.65098 -0.57871
N -0.82986 -0.89857 -1.70203
N -1.73625 0.63361 -0.31477
O -2.21239 0.83955 0.80634
H -2.91022 -2.32850 -1.01870
H -3.51933 -0.79917 -1.68791
H -3.66366 -1.15606 0.04833
H -0.73117 -1.89479 -1.88487
H -1.17576 -0.45228 -2.55109
C 2.07012 1.76643 1.69208
N 1.52564 0.92297 0.64333
C 2.47045 -0.09603 0.21980
H 2.37694 1.18281 2.56585
H 2.92543 2.34171 1.32439
H 1.30773 2.48160 2.01694
H 0.66589 0.47570 0.96655
H 2.78756 -0.72853 1.05518
H 2.00135 -0.74288 -0.52811
H 3.35160 0.35675 -0.24484

***

Record 12
Computed, not measured: 2 unconnected molecules or ions with the total composition C3H12N4O at a distorted geometry, with ωB97M-V/def2-TZVPD.

Its total charge is +2. The calculation puts the HOMO-LUMO gap at 0.28320 Ha. As for the total energy: -415.0707 a.u. As for the energy relative to the best compared isomer or geometry (same formula, charge and spin): 232.1 kJ/mol.

CARTESIAN COORDINATES (ANGSTROEM)
C 2.91407 1.43964 0.29780
C 5.09667 -1.87004 0.44882
C 3.85619 0.46245 0.57613
N 2.67176 2.48724 1.15586
N 4.16295 -0.75891 -0.16686
N 2.17740 1.59985 -0.86846
N -7.83135 -1.44410 -0.32401
O 5.98634 -2.08167 -0.47773
H -7.93834 -0.62388 0.24226
H 4.25744 0.37876 1.63860
H 3.20875 2.60791 2.03162
H 1.76941 3.07650 1.07210
H 4.39544 -0.53680 -1.09877
H 3.37857 -1.40271 -0.09764
H 2.45210 1.25829 -1.78493
H 1.78959 2.52693 -1.02242
H -6.89754 -1.65924 -0.69490
H -8.04976 -2.31126 0.04460
H -8.44559 -1.19207 -1.09046
H 6.74767 -2.53597 -0.13045